{
  "formula": "C5H10N2",
  "method": "ωB97M-V/def2-TZVPD",
  "elements": ["C", "C", "C", "C", "C", "N", "N", "H", "H", "H", "H", "H", "H", "H", "H", "H", "H"],
  "coordinates": [[-0.100147, 0.448582, -1.423654], [-0.196520, -1.969831, 0.265346], [1.474468, 1.670563, 0.809417], [-1.081103, -0.919426, -0.341450], [0.185313, 0.930512, 0.924007], [-0.505506, 0.562933, -0.119136], [-2.286984, -1.149248, -0.630675], [-2.791350, -0.358846, -1.021909], [-0.840060, 0.447377, -2.206461], [0.889010, 0.788339, -1.711508], [-0.238453, 0.692051, 1.890154], [-0.386469, -2.912867, -0.244340], [-0.431197, -2.103118, 1.322114], [0.857214, -1.712985, 0.171068], [1.413342, 2.462334, 0.054834], [1.748686, 2.117862, 1.763546], [2.289756, 1.005766, 0.498646]],
  "forces_ev_per_angstrom": [[0.658, 0.598, -0.436], [0.208, 0.109, -0.032], [-0.090, -0.076, -0.074], [-0.584, 0.764, 1.125], [-0.326, 0.081, -0.191], [0.228, -1.522, -0.359], [0.224, -0.121, -0.498], [0.002, 0.106, 0.287], [-0.233, -0.107, 0.215], [0.073, 0.138, 0.072], [-0.020, -0.055, -0.025], [-0.039, 0.075, -0.012], [-0.047, 0.021, -0.026], [-0.004, 0.046, -0.006], [-0.032, -0.035, -0.007], [-0.016, -0.025, -0.037], [0.000, 0.003, 0.002]],
  "mulliken_charge": [-0.73, -1.15, -1.15, 0.71, -0.01, -0.02, -0.75, 0.23, 0.23, 0.32, 0.45, 0.37, 0.27, 0.27, 0.35, 0.34, 0.26],
  "multiplicity": 1,
  "de_lowest_kcal_mol": 84.1,
  "homo_lumo_gap_ev": [8.046, 8.045],
  "lumo_ev": [0.812, 0.811]
}